C3H8N2O2 in the gas phase. Source: the OMol25 dataset; level of theory: ωB97M-V/def2-TZVPD.

Output
Structure (SMILES): [H]/N=C/NOCCO
Orbital gap, eV: 10.380
Lowest unoccupied orbital energy, eV: 0.76
Energy relative to the best compared isomer or geometry (same formula, charge and spin), eV: 3.859
Calculated total energy, eV: -10313.093

ORCA input file:
```
! wB97M-V def2-TZVPD RIJCOSX def2/J DEFGRID3
* xyz 0 1
C -1.793 0.399 0.179
C -1.205 -0.931 -0.162
C 2.053 0.113 -0.077
H -0.182 1.373 0.115
H -2.820 0.477 -0.288
H -2.012 0.597 1.282
H -1.081 -0.992 -1.261
H -1.932 -1.748 0.122
H 1.605 -1.903 -0.178
H 3.124 -0.106 -0.355
H 2.368 1.860 0.467
N 1.223 -0.951 -0.315
N 1.607 1.272 0.229
O -0.998 1.501 -0.334
O 0.042 -0.960 0.576
*
```

3 unconnected molecules or ions with the total composition C3H8N2O2. Source: the OMol25 dataset; level of theory: ωB97M-V/def2-TZVPD.

Output
Structure (SMILES): c1c[nH]cn1.O.O
Orbital gap, eV: 10.352
Lowest unoccupied orbital energy, eV: 0.51
Energy relative to the best compared isomer or geometry (same formula, charge and spin), eV: 1.354
Calculated total energy, eV: -10315.598

ORCA input file:
```
! wB97M-V def2-TZVPD RIJCOSX def2/J DEFGRID3
* xyz 0 1
H 1.098 -0.150 0.700
O 2.120 0.011 0.917
N -0.271 -0.253 0.372
H 2.451 0.771 1.397
C -1.023 0.776 -0.123
C -1.054 -1.271 0.543
C -2.314 0.372 -0.202
N -2.304 -0.967 0.151
H -3.142 -1.419 0.465
H -0.702 -2.240 0.881
H -3.250 0.782 -0.560
H -0.543 1.697 -0.408
O 2.940 0.792 -1.755
H 3.742 0.578 -1.266
H 2.252 0.523 -1.113
*
```

A molecular structure, C3H8N2O2. Source: the OMol25 dataset; level of theory: ωB97M-V/def2-TZVPD.

Output
Orbital gap, eV: 10.345
Lowest unoccupied orbital energy, eV: 0.34
Energy relative to the best compared isomer or geometry (same formula, charge and spin), eV: 8.442
Calculated total energy, eV: -10308.510

ORCA input file:
```
! wB97M-V def2-TZVPD RIJCOSX def2/J DEFGRID3
* xyz 0 1
C 0.475 -0.531 1.650
C -0.462 -0.415 0.499
C 0.311 -0.361 -0.875
H -0.086 0.191 2.649
H 1.666 -0.130 1.345
H 0.312 -1.825 2.051
H -0.885 -1.400 0.309
H -1.535 1.032 -0.158
H -0.032 -2.107 -0.667
H 1.264 1.140 -2.289
H -0.700 2.329 -0.628
N 0.396 -1.440 -1.540
N 0.815 0.947 -1.401
O -1.082 0.799 0.750
O -0.456 1.770 -1.694
*
```

3 unconnected molecules or ions with the total composition C3H8N2O2. Source: the OMol25 dataset; level of theory: ωB97M-V/def2-TZVPD.

Output
Structure (SMILES): c1c[nH]cn1.O.O
Orbital gap, eV: 8.894
Lowest unoccupied orbital energy, eV: 0.34
Energy relative to the best compared isomer or geometry (same formula, charge and spin), eV: 1.078
Calculated total energy, eV: -10315.874

ORCA input file:
```
! wB97M-V def2-TZVPD RIJCOSX def2/J DEFGRID3
* xyz 0 1
C 2.251 0.273 -1.504
C 0.940 -0.081 -1.707
N 0.429 -0.324 -0.473
C 1.438 -0.125 0.424
N 2.535 0.261 -0.171
H 2.958 0.380 -2.307
H 0.341 -0.064 -2.605
H -0.509 -0.600 -0.195
H 1.339 -0.473 1.439
H -3.091 -0.083 0.415
H -2.358 0.894 -0.512
O -2.374 -0.028 -0.235
H -1.877 -0.121 2.512
H -2.990 0.284 3.459
O -2.836 -0.125 2.595
*
```

A molecular structure, C3H8N2O2. Source: the OMol25 dataset; level of theory: ωB97M-V/def2-TZVPD.

Output
Orbital gap, eV: 9.902
Lowest unoccupied orbital energy, eV: 0.67
Energy relative to the best compared isomer or geometry (same formula, charge and spin), eV: 2.672
Calculated total energy, eV: -10314.281

ORCA input file:
```
! wB97M-V def2-TZVPD RIJCOSX def2/J DEFGRID3
* xyz 0 1
N 2.385 1.314 -0.472
C 1.132 0.807 -0.138
O 0.631 1.312 0.887
N 0.491 -0.133 -0.880
C -1.048 -1.142 -0.419
C -1.767 -0.731 0.864
O -1.700 0.641 0.669
H 2.784 1.840 0.303
H 3.060 0.761 -0.974
H 1.034 -0.393 -1.713
H -0.456 -2.032 -0.430
H -1.736 -1.003 -1.259
H -1.291 -1.108 1.790
H -2.837 -1.073 0.956
H -0.683 0.942 0.817
*
```

2 unconnected molecules or ions with the total composition C3H8N2O2. Source: the OMol25 dataset; level of theory: ωB97M-V/def2-TZVPD.

Output
Structure (SMILES): CC(=O)O.C=NN
Orbital gap, eV: 9.678
Lowest unoccupied orbital energy, eV: 0.69
Energy relative to the best compared isomer or geometry (same formula, charge and spin), eV: 2.383
Calculated total energy, eV: -10314.569

ORCA input file:
```
! wB97M-V def2-TZVPD RIJCOSX def2/J DEFGRID3
* xyz 0 1
C 1.266 -0.920 -1.290
C 0.013 -0.101 -1.272
O 0.258 1.225 -1.405
O -1.122 -0.536 -1.493
H -0.624 1.605 -1.592
H 2.093 -0.353 -0.855
H 1.111 -1.824 -0.696
H 1.513 -1.193 -2.318
N 0.106 1.070 1.905
C -1.427 -0.491 1.475
N -0.162 -0.213 1.569
H -0.174 1.727 1.170
H 1.109 1.250 1.996
H -2.213 0.282 1.513
H -1.748 -1.526 1.292
*
```

2 unconnected molecules or ions with the total composition C3H8N2O2. Source: the OMol25 dataset; level of theory: ωB97M-V/def2-TZVPD.

Output
Orbital gap, eV: 9.297
Lowest unoccupied orbital energy, eV: 0.70
Energy relative to the best compared isomer or geometry (same formula, charge and spin), eV: 3.854
Calculated total energy, eV: -10313.099

ORCA input file:
```
! wB97M-V def2-TZVPD RIJCOSX def2/J DEFGRID3
* xyz 0 1
C 1.564 0.814 0.679
C -1.613 -1.451 -0.657
C -0.332 -0.786 -0.223
N 2.018 1.351 -0.472
O 0.792 -1.184 -0.605
O -1.604 0.874 0.809
N -0.350 0.208 0.662
H -1.817 0.778 1.747
H 2.322 0.684 -1.169
H 1.481 2.117 -0.856
H 1.243 1.527 1.426
H 2.121 -0.042 1.035
H -1.496 -2.531 -0.566
H -1.822 -1.205 -1.699
H -2.507 -1.153 -0.110
*
```

C3H8N2O2 in the gas phase. Source: the OMol25 dataset; level of theory: ωB97M-V/def2-TZVPD.

Output
Structure (SMILES): CC/C(=N/O)NO
Orbital gap, eV: 9.402
Lowest unoccupied orbital energy, eV: 0.82
Energy relative to the best compared isomer or geometry (same formula, charge and spin), eV: 5.655
Calculated total energy, eV: -10311.297

ORCA input file:
```
! wB97M-V def2-TZVPD RIJCOSX def2/J DEFGRID3
* xyz 0 1
C 2.480 -1.151 0.382
C 1.019 -0.836 0.887
C 0.069 0.040 0.187
H 3.011 -1.877 1.070
H 2.635 -1.534 -0.728
H 3.071 -0.203 0.451
H 1.000 -0.358 1.982
H 0.433 -1.781 1.142
H -0.239 -1.565 -1.077
H -2.016 0.300 -1.674
H -1.052 2.896 0.234
N -0.546 -0.610 -0.852
N -0.097 1.225 0.610
O -2.002 -0.518 -0.904
O -0.966 1.956 -0.151
*
```